## P
Computed, not measured: 8 unconnected molecules or ions with the total composition C24H48O24, with ωB97M-V/def2-TZVPD.

Summary:
- E_LUMO (Ha) = 0.019
- highest occupied orbital energy (eV) = -10.63

Each atom is followed by the atoms it is bonded to, with distances in Å.
Cartesian coordinates (Å):
1 O -4.08246 3.38959 2.51525  C30 1.208
2 O -3.04418 -3.40082 0.21589  C31 1.454, C39 1.318
3 O -3.93599 5.25425 3.78343  C30 1.318, C32 1.411
4 O -2.14949 -4.70515 1.66069  C33 1.433, C39 1.365
5 O 1.47334 3.47541 -1.70172  C38 1.262
6 O -0.36587 -5.50188 -2.75097  C40 1.184
7 O -3.23718 -2.82903 2.40298  C39 1.206
8 O -5.84029 4.33307 3.57563  C26 1.367, C30 1.327
9 O 4.29042 -4.14251 1.24411  C28 1.348, C45 1.446
10 O -0.25490 -6.75078 -4.63427  C36 1.414, C40 1.318
11 O -1.72800 -5.23154 -4.51025  C40 1.343, C42 1.415
12 O 4.15252 -5.00147 -0.76430  C28 1.346, C44 1.480
13 O 2.76126 1.86236 -0.52141  C34 1.467, C38 1.333
14 O 4.16209 -2.73110 -0.53072  C28 1.211
15 O -0.34435 -1.85712 0.29093  C35 1.443, C43 1.355
16 O 0.69321 7.86081 2.59628  C46 1.221
17 O 0.63046 1.75273 -0.43356  C38 1.364, C48 1.457
18 O 2.49288 0.24815 -3.27205  C25 1.322, C41 1.455
19 O 0.95850 -1.05732 1.92904  C43 1.186
20 O 1.01226 5.66617 2.06560  C27 1.491, C46 1.328
21 O 0.38898 6.09013 4.05135  C37 1.499, C46 1.352
22 O 2.45082 2.07388 -4.40648  C25 1.350, C29 1.362
23 O 0.46343 1.19761 -3.47133  C25 1.250
24 O -1.23138 -0.33687 1.55162  C43 1.376, C47 1.396
25 C 1.68452 1.18421 -3.74026  O18 1.322, O22 1.350, O23 1.250
26 C -6.51918 3.15380 3.44342  O8 1.367, H56 1.087, H58 1.074, H96 1.083
27 C 1.40398 5.97231 0.66014  O20 1.491, H49 1.083, H51 1.053, H66 1.079
28 C 4.20437 -3.85029 -0.06890  O9 1.348, O12 1.346, O14 1.211
29 C 1.76654 2.96450 -5.17742  O22 1.362, H53 1.107, H55 1.084, H65 1.104
30 C -4.56103 4.22919 3.24005  O1 1.208, O3 1.318, O8 1.327
31 C -3.70966 -2.16715 -0.17022  O2 1.454, H57 1.035, H63 1.120, H95 1.122
32 C -2.57124 5.31609 3.42991  O3 1.411, H61 1.064, H75 1.130, H94 1.111
33 C -1.80953 -4.91669 3.03662  O4 1.433, H73 1.089, H82 1.083, H91 1.077
34 C 3.99873 2.35598 -1.13653  O13 1.467, H70 1.081, H79 1.130, H84 1.099
35 C 0.48266 -2.93195 -0.20110  O15 1.443, H59 1.072, H71 1.083, H86 1.118
36 C 0.94102 -7.45223 -4.35746  O10 1.414, H77 1.052, H78 1.049, H88 1.065
37 C 0.42985 7.11056 5.14922  O21 1.499, H50 1.078, H83 1.091, H87 1.099
38 C 1.66179 2.44563 -0.99754  O5 1.262, O13 1.333, O17 1.364
39 C -2.88570 -3.56472 1.51427  O2 1.318, O4 1.365, O7 1.206
40 C -0.70353 -5.79361 -3.84782  O6 1.184, O10 1.318, O11 1.343
41 C 1.75040 -0.78436 -2.56491  O18 1.455, H67 1.106, H74 1.085, H92 1.100
42 C -2.28304 -4.00278 -4.08196  O11 1.415, H62 1.101, H64 1.086, H72 1.076
43 C -0.08519 -1.07541 1.36699  O15 1.355, O19 1.186, O24 1.376
44 C 3.90638 -4.79364 -2.20870  O12 1.480, H69 1.074, H76 1.097, H89 1.092
45 C 4.24068 -3.05750 2.19864  O9 1.446, H54 1.141, H60 1.076, H85 1.067
46 C 0.74190 6.67555 2.88490  O16 1.221, O20 1.328, O21 1.352
47 C -1.23900 0.71206 2.47316  O24 1.396, H52 1.060, H68 1.069, H81 1.133
48 C -0.73808 1.96383 -0.88788  O17 1.457, H80 1.104, H90 1.085, H93 1.081
49 H 0.51976 6.46595 0.27510  C27 1.083
50 H -0.13479 6.72672 5.98283  C37 1.078
51 H 1.56365 5.01207 0.25790  C27 1.053
52 H -1.95783 0.47050 3.21389  C47 1.060
53 H 0.67187 2.82911 -5.08273  C29 1.107
54 H 3.49991 -3.35047 3.01585  C45 1.141
55 H 2.04247 3.96804 -4.87445  C29 1.084
56 H -6.12197 2.51551 4.22844  C26 1.087
57 H -4.52041 -2.36487 -0.78245  C31 1.035
58 H -7.56674 3.34787 3.57805  C26 1.074
59 H 0.29596 -2.94327 -1.25716  C35 1.072
60 H 5.26267 -2.97666 2.52681  C45 1.076
61 H -2.26086 6.29943 3.69326  C32 1.064
62 H -1.55942 -3.17437 -4.13444  C42 1.101
63 H -4.13177 -1.72299 0.76705  C31 1.120
64 H -3.05731 -3.81034 -4.81821  C42 1.086
65 H 2.15329 2.75658 -6.19026  C29 1.104
66 H 2.26910 6.61594 0.63175  C27 1.079
67 H 1.42072 -0.45132 -1.56325  C41 1.106
68 H -0.26291 0.71316 2.91019  C47 1.069
69 H 2.86612 -4.93180 -2.43658  C44 1.074
70 H 4.74836 1.65150 -0.80400  C34 1.081
71 H 1.49319 -2.77310 0.15553  C35 1.083
72 H -2.62976 -4.16417 -3.07587  C42 1.076
73 H -1.37371 -5.91411 3.06547  C33 1.089
74 H 0.95532 -1.09139 -3.23671  C41 1.085
75 H -2.07533 4.53492 4.07892  C32 1.130
76 H 4.19747 -3.76329 -2.44894  C44 1.097
77 H 1.38287 -7.88316 -5.20976  C36 1.052
78 H 1.56658 -6.86891 -3.74935  C36 1.049
79 H 4.20359 3.33152 -0.60377  C34 1.130
80 H -0.95926 3.04490 -0.91001  C48 1.104
81 H -1.51517 1.70463 2.00257  C47 1.133
82 H -2.66683 -4.74490 3.67511  C33 1.083
83 H 1.48116 7.34732 5.31997  C37 1.091
84 H 3.85096 2.48163 -2.21824  C34 1.099
85 H 3.88499 -2.19998 1.67294  C45 1.067
86 H 0.04829 -3.86839 0.22789  C35 1.118
87 H -0.04415 8.06150 4.86954  C37 1.099
88 H 0.66854 -8.31348 -3.79400  C36 1.065
89 H 4.46453 -5.49775 -2.83006  C44 1.092
90 H -1.42438 1.49328 -0.19097  C48 1.085
91 H -1.05348 -4.21862 3.35484  C33 1.077
92 H 2.52917 -1.56031 -2.53954  C41 1.100
93 H -0.81606 1.59365 -1.90106  C48 1.081
94 H -2.47766 5.13630 2.33764  C32 1.111
95 H -2.87961 -1.50553 -0.53328  C31 1.122
96 H -6.37481 2.63916 2.50118  C26 1.083

## Q
Computed, not measured: 8 unconnected molecules or ions with the total composition C24H48O24, with ωB97M-V/def2-TZVPD.

Summary:
- E_LUMO (Ha) = 0.008
- highest occupied orbital energy (eV) = -10.60

Each atom is followed by the atoms it is bonded to, with distances in Å.
Cartesian coordinates (Å):
1 O -17.53228 -13.19656 7.00029  C31 1.511, C32 1.326
2 O -18.98510 -11.61733 6.11204  C32 1.238
3 O 0.56607 -14.49387 5.12755  C26 1.386, C35 1.408
4 O -7.90229 -6.12728 11.65089  C36 1.297, C43 1.402
5 O -2.49031 -11.67684 -4.25116  C34 1.388, C42 1.347
6 O -10.18069 -12.44277 7.96029  C48 1.236
7 O -2.06203 -6.64400 2.99163  C28 1.208
8 O -3.35030 -7.33868 1.29700  C28 1.287, C37 1.464
9 O -10.74548 -14.34390 6.79350  C45 1.448, C48 1.386
10 O -7.66798 -7.58029 13.39411  C36 1.236
11 O -17.60357 -10.66498 12.95539  C27 1.397, C38 1.385
12 O -6.65441 -18.34043 1.81872  C33 1.280
13 O -8.69378 -13.39458 6.39770  C25 1.478, C48 1.406
14 O -16.97243 -8.47596 12.88586  C38 1.215
15 O -3.46676 -8.40810 3.06424  C28 1.313, C30 1.364
16 O -0.67737 -16.25037 4.89446  C29 1.422, C35 1.367
17 O -7.65966 -5.24440 13.55300  C36 1.379, C41 1.419
18 O -6.05262 -19.20055 -0.20191  C33 1.313, C47 1.436
19 O -1.71735 -14.28669 5.75278  C35 1.260
20 O -16.91526 -12.03956 5.23880  C32 1.383, C46 1.513
21 O -16.26115 -10.04639 11.29976  C38 1.370, C39 1.397
22 O -1.84819 -11.18778 -2.10872  C42 1.236
23 O -3.86227 -12.31167 -2.59047  C40 1.366, C42 1.416
24 O -5.97363 -20.53145 1.40551  C33 1.290, C44 1.449
25 C -8.52529 -14.19934 5.16906  O13 1.478, H68 1.090, H87 1.090, H90 1.090
26 C 0.66208 -13.11776 5.26110  O3 1.386, H58 1.090, H70 1.090, H76 1.090
27 C -18.55286 -10.55105 13.97341  O11 1.397, H59 1.090, H74 1.090, H94 1.090
28 C -2.87527 -7.38539 2.49231  O7 1.208, O8 1.287, O15 1.313
29 C -1.91253 -16.95381 4.84316  O16 1.422, H66 1.090, H77 1.090, H78 1.090
30 C -3.34978 -8.79651 4.36609  O15 1.364, H49 1.090, H80 1.090, H85 1.090
31 C -18.51791 -13.53234 8.09575  O1 1.511, H52 1.090, H75 1.090, H86 1.090
32 C -17.94757 -12.29283 6.12331  O1 1.326, O2 1.238, O20 1.383
33 C -6.22100 -19.30409 1.09603  O12 1.280, O18 1.313, O24 1.290
34 C -3.07739 -12.56452 -5.14203  O5 1.388, H51 1.090, H60 1.090, H96 1.090
35 C -0.72760 -14.98008 5.39611  O3 1.408, O16 1.367, O19 1.260
36 C -7.69633 -6.45298 12.88923  O4 1.297, O10 1.236, O17 1.379
37 C -2.93521 -6.19613 0.48150  O8 1.464, H57 1.090, H69 1.090, H82 1.090
38 C -16.88614 -9.60134 12.43486  O11 1.385, O14 1.215, O21 1.370
39 C -15.33141 -9.25756 10.61703  O21 1.397, H56 1.090, H63 1.090, H67 1.090
40 C -4.18727 -12.39247 -1.26595  O23 1.366, H81 1.090, H88 1.090, H95 1.090
41 C -7.14253 -5.15930 14.87149  O17 1.419, H61 1.090, H73 1.090, H84 1.090
42 C -2.60351 -11.74800 -2.91043  O5 1.347, O22 1.236, O23 1.416
43 C -7.98855 -7.07221 10.61819  O4 1.402, H50 1.090, H55 1.090, H92 1.090
44 C -6.55660 -20.99409 2.64900  O24 1.449, H54 1.090, H64 1.090, H91 1.090
45 C -11.93378 -14.42921 7.61737  O9 1.448, H71 1.090, H89 1.090, H93 1.090
46 C -17.21657 -11.19805 4.01761  O20 1.513, H65 1.090, H79 1.090, H83 1.090
47 C -6.44277 -18.02230 -0.92398  O18 1.436, H53 1.090, H62 1.090, H72 1.090
48 C -9.91447 -13.27319 7.08465  O6 1.236, O9 1.386, O13 1.406
49 H -2.39830 -9.23051 4.67342  C30 1.090
50 H -8.91111 -7.62238 10.80340  C43 1.090
51 H -3.28896 -12.02850 -6.06725  C34 1.090
52 H -18.83285 -14.52257 8.42494  C31 1.090
53 H -6.90804 -18.27465 -1.87685  C47 1.090
54 H -6.91043 -20.19392 3.29912  C44 1.090
55 H -8.01534 -6.54699 9.66344  C43 1.090
56 H -14.39150 -9.51883 11.10326  C39 1.090
57 H -2.08671 -5.65066 0.89456  C37 1.090
58 H 0.31843 -12.75256 4.29331  C26 1.090
59 H -19.56976 -10.80786 13.67664  C27 1.090
60 H -2.29657 -13.23057 -5.50917  C34 1.090
61 H -7.39326 -4.15075 15.20020  C41 1.090
62 H -7.05686 -17.40205 -0.27107  C47 1.090
63 H -15.38055 -8.17972 10.77179  C39 1.090
64 H -5.83511 -21.61702 3.17769  C44 1.090
65 H -16.94021 -10.14860 4.11943  C46 1.090
66 H -2.70275 -16.43369 5.38457  C29 1.090
67 H -15.36655 -9.45369 9.54541  C39 1.090
68 H -9.49808 -14.48035 4.76557  C25 1.090
69 H -2.68827 -6.53520 -0.52456  C37 1.090
70 H 0.10518 -12.69846 6.09905  C26 1.090
71 H -12.75351 -13.82770 7.22455  C45 1.090
72 H -5.60538 -17.44345 -1.31359  C47 1.090
73 H -7.42239 -5.87247 15.64686  C41 1.090
74 H -18.23371 -11.12339 14.84442  C27 1.090
75 H -19.42478 -12.94028 7.97271  C31 1.090
76 H 1.70937 -12.81582 5.25001  C26 1.090
77 H -1.89116 -17.97131 5.23347  C29 1.090
78 H -2.32110 -17.07495 3.83992  C29 1.090
79 H -16.64950 -11.55692 3.15869  C46 1.090
80 H -3.50185 -7.91085 4.98301  C30 1.090
81 H -4.04128 -13.42028 -0.93372  C40 1.090
82 H -3.73639 -5.45801 0.44424  C37 1.090
83 H -18.24283 -11.31140 3.66824  C46 1.090
84 H -6.06708 -5.32026 14.79676  C41 1.090
85 H -4.14656 -9.51334 4.56460  C30 1.090
86 H -18.02896 -13.09922 8.96835  C31 1.090
87 H -8.04198 -13.63349 4.37262  C25 1.090
88 H -3.55468 -11.73472 -0.66988  C40 1.090
89 H -12.26539 -15.45474 7.45481  C45 1.090
90 H -7.85960 -15.04752 5.32889  C25 1.090
91 H -7.43850 -21.59406 2.42451  C44 1.090
92 H -7.10591 -7.71133 10.64243  C43 1.090
93 H -11.70323 -14.43604 8.68269  C45 1.090
94 H -18.59853 -9.49082 14.22228  C27 1.090
95 H -5.24530 -12.13050 -1.25969  C40 1.090
96 H -3.97378 -13.14277 -4.91796  C34 1.090

Of all the structures shown, which is most stable? P, and Q is the least stable.